1.
ORCA calculation (wB97M-V/def2-TZVPD) on a structure of composition C20H60AsF6O13 in a non-equilibrium geometry.

DFT total energy, a.u.: -4611.21019
2S+1: 1
HOMO energy, eV: -7.58
Net charge: -1
Orbital gap, eV: 10.11

The geometry in XYZ format:
```
100
Properties=species:S:1:pos:R:3:forces:R:3
As -12.026 -5.270 17.004 1.13 1.73 -0.82
F -12.896 -3.784 17.362 0.02 -0.93 0.52
F -10.910 -5.017 18.358 -0.61 0.33 -0.54
F -10.991 -6.581 16.547 -0.43 -0.27 -0.33
F -13.129 -5.545 15.643 0.51 -0.07 0.19
F -11.036 -4.219 15.985 -0.23 -0.57 0.21
F -12.999 -6.312 17.936 -0.25 0.06 0.49
C -12.793 -7.086 11.787 0.02 0.15 2.03
C -11.413 -7.168 12.504 -0.94 -0.47 -0.39
O -11.274 -6.136 13.441 0.05 0.28 1.26
H -12.810 -7.600 10.858 0.07 -0.63 -0.84
H -13.106 -6.040 11.615 0.40 -0.38 0.13
H -13.531 -7.541 12.475 0.00 0.30 -0.59
H -10.652 -6.962 11.784 0.72 -0.09 -0.55
H -11.198 -8.174 12.968 -0.36 0.82 -0.51
H -11.766 -6.297 14.276 0.39 0.05 -0.81
C -12.779 -9.726 15.930 -1.01 0.02 1.48
C -13.677 -9.148 14.882 0.17 0.45 -1.20
O -14.383 -8.004 15.339 -0.61 -0.85 0.19
H -13.384 -9.962 16.827 0.20 -0.33 -0.45
H -12.060 -9.019 16.330 0.37 0.27 -0.43
H -12.298 -10.602 15.541 0.40 -0.54 0.00
H -14.462 -9.858 14.533 0.65 0.35 0.29
H -13.019 -8.908 14.002 -0.82 -0.07 0.46
H -13.838 -7.227 15.357 0.64 0.54 0.15
C -8.926 -7.078 20.474 0.79 -0.83 0.44
C -10.256 -6.881 21.160 0.03 -0.37 0.10
O -10.897 -5.653 20.917 -0.46 0.03 -0.53
H -9.087 -7.604 19.545 0.16 -0.04 -0.47
H -8.315 -7.736 21.124 -0.20 0.17 -0.42
H -8.323 -6.207 20.277 -0.07 0.60 0.08
H -10.124 -6.938 22.247 -0.17 0.03 -0.18
H -10.818 -7.781 20.828 -0.43 0.60 0.43
H -10.958 -5.444 19.954 0.24 -0.41 0.84
C -6.891 -3.635 14.292 -0.98 0.91 -1.31
C -7.947 -4.703 14.352 -0.63 -0.26 1.66
O -8.696 -4.685 13.178 -0.42 0.60 -1.34
H -5.973 -3.743 14.821 0.38 -0.34 0.75
H -7.419 -2.737 14.546 0.15 0.87 0.71
H -6.651 -3.411 13.259 0.32 -0.47 -0.47
H -8.650 -4.462 15.220 1.04 -0.76 -0.76
H -7.492 -5.685 14.442 0.03 -0.34 0.48
H -9.514 -5.190 13.275 -0.16 -0.10 0.33
C -9.620 -1.389 17.191 0.28 -0.15 -0.56
C -10.695 -0.314 17.120 -0.18 0.44 0.54
O -11.813 -0.726 17.951 0.37 1.21 0.06
H -8.531 -1.090 17.172 -1.34 -0.05 0.27
H -9.793 -2.042 16.327 0.27 -0.20 0.32
H -9.914 -1.937 18.092 0.90 -0.21 -0.06
H -11.106 -0.217 16.127 0.16 0.23 -0.50
H -10.358 0.679 17.468 -0.28 -0.50 0.03
H -11.900 -1.667 17.849 -0.29 -0.90 -0.17
C -11.301 -2.492 20.928 -1.56 -0.46 0.24
C -11.606 -1.208 21.704 0.81 0.23 0.49
O -11.740 -0.066 20.858 -0.18 -0.43 -0.55
H -11.063 -3.431 21.509 -0.15 1.33 -0.46
H -10.599 -2.335 20.118 0.58 0.11 0.19
H -12.256 -2.676 20.415 0.12 -0.53 -0.09
H -10.765 -0.951 22.349 0.03 -0.13 0.34
H -12.507 -1.285 22.351 0.39 -0.25 -0.45
H -11.822 -0.376 19.936 0.04 0.25 0.27
C -15.000 -0.855 19.429 0.79 0.33 -0.03
C -15.115 -1.062 17.923 -0.56 -0.36 -0.22
O -14.683 0.097 17.234 -1.48 0.15 -0.43
H -15.355 -1.672 20.079 -0.18 0.36 -0.43
H -15.396 0.138 19.693 -0.18 -0.51 0.14
H -13.909 -0.788 19.597 -0.48 0.04 0.24
H -16.141 -1.236 17.516 0.67 -0.08 0.64
H -14.472 -1.913 17.665 -0.30 -0.07 -0.21
H -13.763 0.196 17.371 1.68 0.05 0.33
C -15.733 -6.739 20.411 2.28 0.24 0.13
C -15.247 -5.328 20.077 -1.10 0.65 -1.36
O -14.119 -4.999 20.906 -0.38 -0.39 -0.83
O -15.890 -6.906 21.784 -2.18 -1.40 0.07
H -14.900 -7.403 20.067 -0.53 0.13 -0.04
H -16.634 -7.062 19.945 -0.72 0.09 -0.56
H -16.051 -4.536 20.227 1.04 -0.94 0.30
H -15.071 -5.306 18.946 0.34 0.11 1.48
H -13.365 -5.562 20.643 -0.25 0.39 0.12
H -15.247 -6.433 22.256 1.61 1.20 0.71
C -15.924 -5.768 13.016 0.91 0.54 1.06
C -16.569 -5.563 11.711 -0.05 0.47 -2.89
O -17.884 -6.132 11.725 0.12 0.39 -0.33
O -15.884 -7.149 13.295 -0.73 -0.12 -1.09
H -16.525 -5.235 13.749 -0.22 0.01 0.31
H -14.898 -5.388 13.132 -0.26 0.35 -0.59
H -15.965 -5.984 10.847 -0.45 -0.08 1.00
H -16.679 -4.501 11.358 0.05 -0.77 1.03
H -17.786 -7.087 11.730 0.13 -0.09 0.22
H -15.802 -7.207 14.235 0.38 -0.70 0.99
C -11.740 -2.253 13.050 0.41 0.32 1.68
C -12.847 -3.235 13.194 -1.31 0.35 -0.30
O -13.788 -3.176 12.094 0.80 -0.11 -0.66
O -10.925 -2.421 11.918 0.31 -0.08 -0.73
H -11.142 -2.456 13.975 -0.29 0.76 -0.46
H -12.230 -1.259 13.058 0.76 -0.13 -0.10
H -13.436 -2.947 14.098 0.45 -0.34 -0.57
H -12.419 -4.210 13.327 -0.12 -0.68 -0.09
H -13.282 -3.138 11.246 -0.38 -0.09 1.13
H -10.039 -2.748 12.152 -0.62 -0.03 0.16
```
Positions in Å, forces in eV/Å.



2.
ORCA calculation (wB97M-V/def2-TZVPD) on a structure of composition C20H60FNiO26 in a non-equilibrium geometry.

DFT total energy, a.u.: -4362.54405
2S+1: 3
HOMO energy (spin up / spin down), eV: -5.16 / -5.15
Net charge: -1
Orbital gap (spin up / spin down), eV: 7.15 / 7.14

The geometry in XYZ format:
```
108
Properties=species:S:1:pos:R:3:forces:R:3
Ni 13.017 -16.950 -11.402 1.01 0.47 -0.37
C 15.986 -15.994 -14.085 0.73 0.12 -0.95
C 17.370 -16.333 -14.174 0.59 -0.99 2.69
C 18.084 -16.878 -12.811 -1.30 1.09 -1.56
O 19.281 -16.940 -12.765 1.86 -0.10 -0.41
C 17.272 -17.245 -11.734 -2.64 -0.23 1.07
C 15.869 -17.012 -11.789 2.00 -0.20 -0.40
C 15.285 -16.239 -12.979 0.24 -0.75 0.89
O 14.046 -15.925 -12.824 -1.45 0.84 0.05
O 14.975 -17.377 -10.958 -0.05 -0.12 0.90
O 18.054 -16.274 -15.148 0.80 0.31 -1.71
H 15.563 -15.637 -14.997 -0.57 0.41 -0.31
H 17.849 -17.726 -10.931 -0.88 0.16 -0.03
F 11.127 -16.331 -11.775 -0.27 0.13 -0.01
O 12.069 -11.714 -13.201 -1.16 -1.62 -0.65
H 12.714 -12.474 -13.220 -0.43 1.07 0.08
H 11.265 -12.096 -13.666 1.34 0.78 0.76
O 11.588 -14.989 -13.911 -0.47 0.69 -0.54
H 11.223 -15.373 -13.105 -0.77 -0.49 0.60
H 12.500 -15.201 -13.745 1.60 -0.20 -0.13
O 12.087 -18.078 -10.037 1.25 -0.40 0.52
H 11.158 -18.195 -10.171 -1.12 0.03 0.19
H 12.320 -17.967 -9.094 -0.27 0.11 -0.04
O 9.018 -12.232 -10.548 -1.36 -0.46 -2.26
H 8.945 -11.303 -10.482 0.04 1.40 0.26
H 9.513 -12.571 -9.846 1.22 -0.77 1.85
O 13.429 -15.296 -9.963 -0.06 -0.56 0.16
H 13.118 -14.406 -10.232 -0.06 0.33 -0.04
H 14.389 -15.342 -10.097 -0.19 -0.13 -0.02
O 9.610 -12.298 -16.241 2.29 -0.10 -1.29
H 10.017 -12.985 -16.836 -0.74 0.78 1.11
H 8.761 -12.598 -16.003 -1.49 -0.78 0.31
O 9.922 -14.524 -9.660 0.56 -0.49 -0.65
H 10.212 -14.673 -10.587 -0.06 0.16 0.36
H 10.610 -14.999 -9.167 -0.13 -0.02 0.26
O 13.065 -18.519 -12.735 -0.21 -0.59 -0.17
H 12.652 -19.344 -12.395 0.24 0.17 -0.20
H 13.948 -18.729 -13.086 -0.44 0.12 0.20
C 8.729 -19.325 -14.844 0.56 0.73 0.58
C 9.192 -17.834 -14.846 -0.91 0.03 0.65
O 9.100 -17.347 -16.220 0.65 0.55 1.53
O 7.614 -19.356 -15.676 -1.14 -0.69 -0.31
H 8.460 -19.740 -13.815 0.14 0.91 -1.19
H 9.512 -19.997 -15.200 0.30 0.06 -0.32
H 10.176 -17.666 -14.430 0.53 -0.27 -0.12
H 8.503 -17.313 -14.095 0.45 -0.13 -1.40
H 9.690 -16.535 -16.300 -0.58 -1.03 0.02
H 7.752 -18.748 -16.422 0.25 -0.14 0.39
C 8.075 -18.236 -11.492 -2.62 0.45 1.28
C 7.617 -16.908 -10.836 0.48 -1.57 -0.40
O 8.316 -16.640 -9.664 0.92 1.36 1.05
O 9.413 -18.327 -11.563 2.44 -2.15 0.50
H 7.648 -18.296 -12.466 -0.70 0.16 -0.99
H 7.603 -19.115 -10.954 0.98 0.81 -0.15
H 6.560 -17.051 -10.692 -0.71 0.40 0.35
H 7.803 -16.109 -11.504 -0.08 0.90 -1.08
H 8.839 -15.740 -9.718 -1.00 -1.77 0.14
H 9.912 -17.563 -11.838 0.34 1.62 -0.27
C 12.539 -16.995 -17.274 0.87 -1.21 -0.18
C 12.172 -15.548 -17.197 0.47 1.73 -1.97
O 11.017 -15.274 -16.432 -0.16 0.07 1.59
O 12.862 -17.544 -15.999 -0.32 0.94 0.35
H 13.388 -17.191 -17.963 -0.16 0.55 0.53
H 11.767 -17.626 -17.666 -1.04 0.01 -0.47
H 11.908 -15.160 -18.268 0.67 -0.73 1.66
H 13.081 -14.961 -16.855 -1.05 -0.49 -0.14
H 11.201 -15.122 -15.419 0.04 -0.23 -1.57
H 12.268 -17.047 -15.404 0.48 -0.64 0.18
C 13.904 -11.911 -10.500 -1.12 -2.76 -2.10
C 14.859 -12.745 -11.331 0.92 0.98 -1.46
O 14.328 -13.005 -12.629 0.01 0.68 0.32
O 12.700 -12.764 -10.396 0.14 1.59 -0.08
H 13.617 -11.003 -10.986 0.05 0.66 -0.25
H 14.287 -11.782 -9.555 0.79 0.57 2.22
H 15.115 -13.673 -10.885 -0.09 -0.87 0.84
H 15.849 -12.293 -11.482 -0.22 0.50 0.21
H 14.366 -13.945 -12.793 -0.01 -0.94 -0.14
H 12.130 -12.350 -11.074 -0.20 -0.65 0.03
C 12.500 -16.364 -6.540 0.80 -1.07 -0.04
C 11.094 -16.840 -6.263 1.24 2.30 1.27
O 10.412 -16.510 -7.428 0.64 0.87 -0.08
O 13.137 -16.959 -7.715 -0.76 1.17 0.46
H 13.128 -16.631 -5.665 -0.17 0.60 -0.47
H 12.326 -15.284 -6.663 0.80 -0.17 -0.02
H 10.862 -16.244 -5.299 -0.40 -0.39 -1.44
H 10.951 -17.829 -5.951 0.10 -1.87 -0.04
H 9.588 -16.926 -7.376 -2.21 -0.78 -0.32
H 13.214 -16.248 -8.402 0.00 -0.61 0.56
C 10.506 -21.515 -11.464 -0.59 0.49 0.69
C 10.767 -22.716 -12.359 -0.73 -0.98 1.63
O 9.761 -22.775 -13.347 0.61 0.07 -0.80
O 11.162 -20.346 -11.945 -0.43 0.79 -0.48
H 10.829 -21.719 -10.428 0.04 0.06 -0.27
H 9.396 -21.309 -11.433 0.97 -0.43 -0.01
H 10.628 -23.666 -11.773 -0.01 0.90 -0.28
H 11.823 -22.766 -12.656 -0.25 0.37 -0.62
H 9.824 -21.954 -13.849 -0.10 -0.06 -0.17
H 10.542 -19.551 -11.946 0.43 -1.40 0.19
C 5.842 -14.724 -6.359 -0.40 -0.50 -0.23
C 5.951 -15.672 -7.536 1.90 1.86 -0.13
O 7.051 -16.505 -7.192 -0.18 -0.63 0.03
O 7.069 -14.106 -6.050 1.09 -0.81 -0.71
H 5.441 -15.342 -5.577 0.27 -0.38 1.14
H 5.067 -13.988 -6.490 -0.10 0.63 -0.45
H 6.255 -15.059 -8.405 -0.33 -0.34 -0.05
H 5.033 -16.176 -7.727 -0.69 -0.67 -0.11
H 7.532 -16.722 -8.005 -0.10 0.00 -0.45
H 7.794 -14.689 -6.439 -1.45 0.86 0.81
```
Positions in Å, forces in eV/Å.



3.
ORCA calculation (wB97M-V/def2-TZVPD) on a structure of composition C20H60O10S in a non-equilibrium geometry.

DFT total energy, a.u.: -1948.01535
2S+1: 1
HOMO energy, eV: -9.57
Orbital gap, eV: 9.65
Energy relative to the best compared isomer or geometry (same formula, charge and spin), eV: 2.1032

The geometry in XYZ format:
```
91
Properties=species:S:1:pos:R:3:forces:R:3
C 0.166 -3.363 -2.810 -0.41 -2.84 0.37
C -1.176 -2.608 -2.817 2.16 -0.54 -4.52
O -2.221 -3.314 -2.293 -2.24 -1.11 1.75
H 0.919 -2.771 -3.431 -0.70 -0.92 1.22
H -0.057 -4.525 -3.468 0.94 3.53 2.28
H 0.380 -3.578 -1.691 0.60 0.01 -2.05
H -1.276 -2.844 -3.910 -0.49 2.27 0.18
H -0.973 -1.496 -2.561 -1.24 -1.82 -0.14
H -2.723 -3.902 -2.926 1.32 1.43 0.86
C 0.555 0.905 -3.378 3.63 8.42 -1.09
C 0.426 1.188 -4.875 0.98 4.75 -1.11
O -0.788 0.696 -5.307 -2.05 -0.72 -3.93
H 1.678 1.484 -3.020 -3.19 -1.64 -1.06
H 0.758 -0.019 -3.234 0.85 -6.45 1.22
H -0.136 1.395 -2.727 -0.87 -0.06 0.17
H 1.418 1.008 -5.443 -1.64 -0.92 0.63
H 0.278 2.355 -5.220 1.02 -1.96 1.85
H -1.066 1.091 -6.256 1.24 -1.40 3.42
C -0.483 -3.783 3.953 0.89 -1.54 5.76
C 0.767 -3.032 4.221 0.83 2.19 3.08
O 1.545 -3.272 3.091 3.52 3.20 -1.13
H -0.031 -4.624 3.548 -0.14 -2.19 -1.12
H -1.213 -3.375 3.363 -1.63 1.25 -1.36
H -0.848 -4.121 5.037 0.03 0.70 -2.47
H 1.320 -3.240 5.268 -0.99 -0.81 -2.25
H 0.595 -1.967 4.489 -0.12 -0.01 -1.14
H 2.249 -2.484 2.962 -2.38 -2.79 0.59
C -3.518 2.095 -1.344 1.81 -1.28 2.07
C -2.813 3.034 -0.323 1.48 -0.41 -0.65
O -1.433 3.113 -0.753 -2.99 -0.42 -2.79
H -3.712 2.387 -2.337 0.57 1.28 -1.22
H -4.513 2.019 -0.961 -0.75 -1.23 0.49
H -2.844 1.153 -1.437 -1.72 1.13 0.44
H -2.817 2.667 0.763 -0.43 0.19 -1.50
H -3.312 4.011 -0.377 0.25 0.06 0.26
H -0.806 3.257 -0.093 1.43 0.38 2.63
C -4.687 -0.163 2.707 0.45 -0.91 0.72
C -4.944 1.240 3.360 3.61 -1.41 4.21
O -6.130 1.774 2.928 -0.80 -0.36 -0.19
H -3.752 -0.858 2.958 -1.89 1.95 0.13
H -4.683 -0.117 1.632 0.16 0.53 -0.66
H -5.599 -0.723 2.906 0.11 -0.42 0.22
H -3.935 1.823 3.368 -2.16 -0.17 -0.79
H -5.019 1.133 4.611 0.05 -0.16 -3.21
H -6.043 2.597 2.481 0.37 0.90 -0.52
C -0.800 0.871 4.236 -5.10 0.56 1.93
C -1.500 2.335 4.169 -0.20 -2.01 -0.64
O -2.491 2.658 5.135 -1.25 1.17 0.26
H -1.513 0.136 3.768 0.72 0.30 0.90
H -0.380 0.555 5.198 -0.71 0.13 0.05
H -0.012 0.939 3.634 3.32 0.49 -2.83
H -1.911 2.394 3.122 0.60 0.33 0.89
H -0.679 2.947 4.353 1.34 1.64 -0.38
H -2.884 3.603 5.041 1.47 -2.53 -0.19
C 0.375 5.642 0.700 1.23 1.42 2.68
C 1.154 4.375 0.758 -2.62 -0.59 -0.13
O 0.254 3.371 1.217 1.85 -3.68 0.96
H -0.602 5.636 0.328 -1.29 -0.61 -0.99
H 0.976 6.324 0.173 0.56 1.16 -1.16
H 0.289 6.152 1.693 0.03 -0.69 -0.36
H 1.975 4.400 1.392 1.69 0.44 1.13
H 1.458 4.146 -0.224 0.71 -0.49 -1.37
H 0.790 2.409 1.313 -1.99 3.21 -0.50
C 4.239 0.316 -1.898 -4.02 0.56 2.54
C 4.349 0.915 -0.430 -3.61 -2.36 -1.27
O 3.529 2.004 -0.295 -1.04 1.25 0.72
H 3.263 -0.343 -2.088 2.03 1.81 0.27
H 5.029 -0.244 -2.069 3.78 -3.68 -0.41
H 4.456 1.030 -2.665 -0.96 1.18 -0.23
H 5.252 1.041 -0.050 5.20 1.95 -0.05
H 4.207 0.292 0.497 -1.37 -1.16 -1.18
H 2.806 1.704 0.296 0.18 0.42 -0.62
C 3.354 -4.566 -4.381 -3.49 1.76 4.06
C 3.721 -4.177 -2.871 0.90 4.08 -2.43
O 5.160 -4.046 -2.670 0.12 0.66 0.33
H 4.025 -5.179 -4.735 3.78 -3.50 -1.59
H 3.250 -3.829 -5.080 -0.03 2.58 -1.51
H 2.366 -5.091 -4.425 0.74 0.30 0.54
H 3.512 -5.068 -2.475 -1.69 -2.85 2.83
H 3.206 -3.178 -2.486 0.63 -2.48 -0.70
H 5.404 -3.754 -1.748 -0.91 -0.52 -1.51
C 1.579 -1.599 0.022 2.14 -3.43 -0.86
S 0.835 -0.547 1.208 0.52 2.13 0.20
O 1.430 0.904 1.061 -0.96 -2.52 0.11
C -0.781 -0.512 0.510 -1.44 -2.15 4.29
H 2.674 -1.423 -0.133 -0.29 -0.13 1.76
H 1.489 -1.393 -1.044 -1.84 -0.03 -0.14
H 1.425 -2.813 0.328 0.22 3.65 -0.87
H -1.268 -1.394 0.161 0.58 -2.03 0.51
H -0.927 -0.063 -0.326 0.42 4.12 -5.57
H -1.587 -0.125 1.129 0.57 0.41 0.86
```
Positions in Å, forces in eV/Å.



> The highest DFT total energy belongs to which entry?

C20H60O10S



> What is the formula in the second record?

C20H60FNiO26